Entry 1:
A cluster of 3 separate species, C4H12NO2 in total. Source: the OMol25 dataset; level of theory: wB97M-V/def2-TZVPD.

ORCA input file:
```
! wB97M-V def2-TZVPD RIJCOSX def2/J DEFGRID3
* xyz 1 1
O -0.762 -2.548 -1.049
O -2.897 2.020 -0.042
N 1.262 -0.438 -0.585
C 1.569 0.313 -1.553
C -0.717 0.067 0.630
C 1.577 0.316 1.738
C 0.591 -0.012 0.650
H -2.610 2.930 0.095
H 2.226 -0.524 1.980
H 1.004 0.653 2.608
H -0.911 -3.249 -0.398
H -1.238 0.321 1.541
H 1.683 -1.368 -0.590
H -1.303 -0.149 -0.240
H 2.157 -0.111 -2.360
H 1.211 1.335 -1.569
H 2.141 1.195 1.425
H -3.770 2.140 -0.445
H -1.214 -2.893 -1.836
*
```

Output
HOMO energy: -14.25 eV
HOMO-LUMO gap: 9.739 eV

Entry 2:
A cluster of 2 separate species, C4H8N3O2 in total. Source: the OMol25 dataset; level of theory: wB97M-V/def2-TZVPD.

ORCA input file:
```
! wB97M-V def2-TZVPD RIJCOSX def2/J DEFGRID3
* xyz 1 1
O -1.689 -0.101 -0.242
O 0.638 1.980 0.082
N 1.138 -1.583 -0.121
N 1.280 0.143 -1.650
N 0.468 0.197 3.014
C 0.697 0.687 0.563
C 1.036 -0.295 -0.427
C -2.708 -0.140 -0.873
C 0.444 0.389 1.835
H 0.386 2.598 0.777
H -2.741 -0.476 -1.921
H 1.193 1.134 -1.826
H 1.371 -2.264 -0.826
H 1.511 -0.485 -2.401
H -3.677 0.155 -0.449
H 0.927 -1.916 0.805
H -0.274 -0.024 3.660
*
```

Output
HOMO energy: -12.50 eV
HOMO-LUMO gap: 9.109 eV

Entry 3:
A structure of composition C5H11ClN at a distorted geometry. Source: the OMol25 dataset; level of theory: wB97M-V/def2-TZVPD.

ORCA input file:
```
! wB97M-V def2-TZVPD RIJCOSX def2/J DEFGRID3
* xyz 1 1
Cl 1.576 1.443 -0.820
N -1.168 1.864 0.115
C -2.045 -0.311 -0.720
C 2.649 -1.391 0.466
C 0.734 0.155 -0.060
C 1.269 -1.067 0.315
C -1.125 0.471 0.207
H -2.231 -1.404 -0.340
H 3.355 -0.900 -0.153
H 0.468 -1.813 0.330
H 2.994 -1.123 1.421
H -0.745 2.073 -0.786
H -3.033 0.163 -0.705
H -0.572 2.359 0.835
H -1.066 0.116 1.263
H -1.781 -0.411 -1.828
H 2.914 -2.432 0.447
H -2.194 2.205 0.012
*
```

Output
HOMO energy: -12.88 eV
HOMO-LUMO gap: 9.300 eV

Entry 4:
A structure of composition C8H8F3MnO4S2SbSe4 at a distorted geometry. Source: the OMol25 dataset; level of theory: wB97M-V/def2-TZVPD.

ORCA input file:
```
! wB97M-V def2-TZVPD RIJCOSX def2/J DEFGRID3
* xyz 0 4
Sb 3.583 -0.526 3.521
Se 3.643 1.759 4.171
Se 5.141 -2.076 4.407
Se 2.935 -1.037 1.077
Se 1.281 -1.599 3.232
Mn 0.956 -1.730 1.169
S 0.215 1.924 1.151
S -0.403 -2.567 -0.039
F -0.620 -4.210 -2.035
F -2.297 -2.878 -1.741
F -1.998 -4.560 -0.408
O 0.389 -1.632 -0.822
O 0.569 -3.418 0.696
O 0.435 0.447 1.440
O -1.248 -1.899 0.924
C -0.227 1.445 -1.561
C -0.764 1.860 -0.352
C -2.134 2.017 -0.191
C -2.452 1.307 -2.461
C -2.980 1.741 -1.254
C -1.394 -3.634 -1.133
C -1.079 1.170 -2.618
C 1.765 2.572 0.511
H 2.420 2.739 1.363
H -3.112 1.060 -3.283
H 0.840 1.316 -1.681
H 1.544 3.521 0.019
H -4.050 1.848 -1.136
H -0.668 0.838 -3.562
H -2.522 2.337 0.769
H 2.231 1.867 -0.172
*
```

Output
HOMO energy (spin up / spin down): -8.22 / -7.95 eV
<S²>: 3.84
HOMO-LUMO gap (spin up / spin down): 6.492 / 4.653 eV

Entry 5:
A cluster of 4 separate species, C8H23N2O3S in total at a distorted geometry. Source: the OMol25 dataset; level of theory: wB97M-V/def2-TZVPD.

ORCA input file:
```
! wB97M-V def2-TZVPD RIJCOSX def2/J DEFGRID3
* xyz -1 1
S -1.727 -4.620 1.203
O 4.359 -3.432 0.195
O -4.340 4.844 0.635
O -0.228 1.058 0.673
N 1.460 -4.403 0.076
N -0.857 -3.208 1.624
C -0.147 -2.623 0.519
C 1.229 -3.198 0.324
C 6.789 -3.542 0.029
C -4.004 6.065 -1.448
C -1.388 1.343 -0.098
C 5.456 -3.558 -0.699
C -4.976 5.331 -0.541
C -2.460 2.048 0.715
H -0.704 -2.632 -0.435
H -4.499 6.411 -2.357
H -3.580 6.932 -0.936
H 7.621 -3.662 -0.668
H -1.781 0.411 -0.517
H -3.179 5.410 -1.725
H -2.075 2.980 1.129
H -5.812 5.984 -0.267
H 6.924 -2.600 0.566
H -2.779 1.421 1.550
H 4.457 -2.589 0.652
H 6.828 -4.347 0.764
H -0.495 0.474 1.393
H -1.643 -4.704 -0.145
H -5.383 4.458 -1.049
H 5.420 -2.754 -1.443
H -3.979 5.599 1.113
H -3.333 2.278 0.104
H -1.059 1.976 -0.923
H 2.083 -2.518 0.414
H 0.019 -1.580 0.805
H 2.461 -4.548 -0.011
H 5.319 -4.505 -1.219
*
```

Output
HOMO energy: -0.99 eV
HOMO-LUMO gap: 3.321 eV

Entry 6:
A structure of composition C12H24FO9Ti at a distorted geometry. Source: the OMol25 dataset; level of theory: wB97M-V/def2-TZVPD.

ORCA input file:
```
! wB97M-V def2-TZVPD RIJCOSX def2/J DEFGRID3
* xyz 2 2
Ti -1.877 2.063 8.280
F -0.225 2.734 7.343
O 0.381 -1.092 -4.245
O 2.501 -6.785 -2.631
O 1.621 -4.600 -2.336
O -1.650 2.383 1.376
O 1.992 0.351 -3.524
O -0.350 4.064 0.831
O -2.484 0.722 8.747
O 0.120 2.053 0.039
O 1.353 -1.329 -2.106
C 2.523 -0.804 -1.217
C -3.665 1.286 1.464
C -2.312 1.204 0.921
C -0.966 -2.267 5.482
C 2.221 1.023 -4.741
C 2.129 -5.714 -2.604
C 1.146 -0.684 -3.303
C -0.704 -2.213 -3.906
C -1.106 -2.811 4.259
C -1.669 -1.572 -2.899
C 0.884 4.541 0.220
C -0.573 2.744 0.713
H 0.901 4.366 -0.866
H 2.674 -1.680 -0.489
H 1.763 4.151 0.661
H -4.384 0.469 1.135
H -2.237 -0.870 -3.370
H 3.458 -0.577 -1.699
H -1.887 -3.586 3.926
H 1.573 1.864 -4.815
H 0.984 5.588 0.446
H 3.199 1.377 -4.952
H -1.802 0.359 1.375
H -2.206 1.243 -0.218
H -0.133 -1.638 5.743
H -2.333 -2.277 -2.252
H 8.743 4.172 2.430
H 2.072 0.467 -5.656
H -3.535 1.172 2.500
H -1.628 -2.684 6.210
H 2.221 0.092 -0.763
H -4.288 2.187 1.275
H -0.238 -3.047 -3.361
H -0.873 -1.246 -2.187
H -1.059 -2.686 -4.825
H -0.277 -2.513 3.587
*
```

Output
HOMO energy (spin up / spin down): -13.59 / -14.16 eV
<S²>: 0.75
HOMO-LUMO gap (spin up / spin down): 3.386 / 3.956 eV

Entry 7:
The molecule C16H23N3O3S2 at a distorted geometry. Source: the OMol25 dataset; level of theory: wB97M-V/def2-TZVPD.

ORCA input file:
```
! wB97M-V def2-TZVPD RIJCOSX def2/J DEFGRID3
* xyz 0 1
S -2.683 -0.475 -2.070
S 3.172 2.199 2.389
O -3.663 0.355 -1.425
O -2.635 -0.479 -3.503
O -4.066 -4.405 -0.540
N -2.862 -2.087 -1.584
N 2.567 0.703 0.217
N 0.795 1.624 1.238
C 0.019 -0.722 -2.053
C -3.109 -3.693 0.205
C -3.839 -4.270 -1.924
C 1.997 3.254 3.306
C 2.094 1.488 1.233
C 1.307 -0.522 -1.596
C 3.936 0.325 -0.013
C 1.460 0.288 -0.481
C -3.872 -2.801 -2.344
C -1.062 -0.124 -1.414
C -0.936 0.683 -0.306
C 2.035 4.702 2.846
C 4.282 -0.978 0.702
C -3.105 -2.207 -0.161
C 1.586 4.866 1.399
C 0.352 0.891 0.172
H 3.635 -1.783 0.360
H -2.860 -4.699 -2.185
H 3.046 5.098 2.967
H 1.371 5.272 3.501
H 2.153 -0.977 -2.088
H 0.605 4.420 1.254
H -2.107 -4.108 0.020
H -2.305 -1.685 0.367
H 2.286 4.379 0.723
H 4.575 1.133 0.355
H -0.182 -1.330 -2.919
H -1.804 1.132 0.148
H 1.537 5.919 1.136
H 4.156 -0.860 1.775
H -3.375 -3.830 1.255
H 5.315 -1.248 0.499
H 1.019 2.806 3.139
H -4.068 -1.749 0.106
H -4.631 -4.832 -2.420
H 4.083 0.220 -1.091
H -4.871 -2.384 -2.148
H 2.285 3.168 4.354
H -3.633 -2.680 -3.400
*
```

Output
HOMO energy: -8.35 eV
Structure (SMILES): CCCSc1nc2cc(S(=O)(=O)N3CCOCC3)ccc2n1CC
HOMO-LUMO gap: 8.872 eV

Entry 8:
A cluster of 7 separate species, C47H95N4O11PS in total at a distorted geometry. Source: the OMol25 dataset; level of theory: wB97M-V/def2-TZVPD.

ORCA input file:
```
! wB97M-V def2-TZVPD RIJCOSX def2/J DEFGRID3
* xyz 0 1
S -2.983 -1.543 -1.220
P 0.089 -0.689 -1.839
O 0.451 6.420 -6.043
O -1.474 -3.274 2.106
O -1.920 4.875 0.915
O -0.901 -0.460 0.605
O 2.331 4.042 -1.889
O 5.823 7.385 -5.944
O -0.093 -1.579 -3.136
O 5.876 -0.036 -0.217
O -1.666 -4.004 -0.373
O -2.728 0.188 2.102
O 0.181 -1.268 6.314
N -5.395 -0.875 1.020
N 1.430 -1.040 2.645
N 3.307 -1.970 1.402
N 2.251 0.093 0.652
C -2.347 -2.396 1.303
C 0.880 -3.868 4.409
C -0.728 -4.217 4.310
C 1.944 -1.264 1.242
C 1.796 5.612 -7.816
C -3.906 4.675 2.187
C 6.943 -0.093 -1.174
C -3.871 6.048 1.567
C -0.905 -0.286 8.174
C -2.901 3.921 1.346
C -5.055 -1.998 1.733
C -0.395 -1.622 -0.199
C 6.411 6.795 -3.728
C -3.844 -3.051 1.385
C 5.348 1.297 -0.200
C 1.007 -7.417 4.476
C -2.115 -0.784 1.426
C 6.143 6.258 -5.117
C 0.927 -0.111 6.716
C 5.516 8.006 -3.680
C -5.960 -5.711 -2.016
C 6.320 2.163 -0.972
C -0.409 6.014 -7.117
C 0.201 3.799 -0.883
C -0.006 0.746 7.544
C -1.891 -7.097 -1.993
C -5.092 -5.034 -3.229
C -2.409 6.192 1.201
C -0.475 -6.798 4.838
C 1.031 -2.249 0.307
C 5.607 8.524 -5.099
C 0.009 4.093 -2.349
C 1.645 3.347 -0.838
C -3.543 -5.549 -3.355
C -1.533 -8.033 5.132
C -5.242 -3.370 -3.195
C 0.441 5.970 -8.368
C -6.022 -2.328 3.057
C 1.809 6.359 -6.500
C 1.355 4.664 -2.737
C 6.880 1.189 -1.976
C -1.034 -5.716 3.711
C -1.039 -1.308 7.067
C -2.717 -5.649 -1.945
C -1.556 -4.477 -1.754
C -1.744 -2.550 -0.251
C -1.612 -3.026 3.551
H 1.396 5.744 -2.558
H -0.405 -0.735 9.040
H 5.844 3.036 -1.426
H 0.521 1.371 8.269
H -4.224 6.840 2.231
H 6.460 9.199 -5.222
H -3.901 -3.897 2.226
H 1.321 -4.545 5.278
H -2.634 -1.400 -2.571
H -4.433 -2.826 -3.845
H -5.383 -2.388 4.058
H -1.313 -1.944 3.879
H -1.859 -1.054 6.387
H 4.366 1.274 -0.685
H 4.487 7.699 -3.460
H -1.124 -4.227 5.435
H -1.565 -8.815 4.251
H -1.827 6.591 2.038
H -0.493 -5.013 -1.846
H 1.604 4.474 -3.785
H 7.851 1.486 -2.382
H 7.002 5.726 -5.534
H 1.303 0.412 5.832
H 1.671 -7.380 5.455
H 7.119 2.512 -0.308
H -0.492 3.051 -0.491
H -7.051 -6.051 -2.353
H 0.079 4.720 -0.301
H -6.286 -3.160 -3.734
H -0.347 -6.222 5.869
H 2.164 7.387 -6.631
H -6.467 -3.427 2.919
H -1.227 -7.132 -1.024
H 7.884 -0.170 -0.620
H 3.068 -2.980 1.265
H -1.571 -3.655 -2.582
H -2.257 6.838 0.331
H -4.181 -3.615 0.388
H 1.730 2.273 -1.037
H 1.850 4.532 -7.634
H -1.099 -8.620 6.076
H -6.147 -4.843 -1.218
H 2.123 3.564 0.121
H 5.278 5.585 -5.122
H -1.203 -2.320 7.448
H 2.625 5.890 -8.472
H -2.606 -8.024 -2.023
H -6.933 -1.597 3.150
H 5.220 1.630 0.834
H 1.782 -0.454 7.309
H 1.633 -2.556 -0.672
H -2.182 -5.911 3.519
H 0.478 6.964 -8.829
H 1.544 -6.736 3.672
H -1.246 6.713 -7.203
H -4.898 4.215 2.181
H 0.068 5.261 -9.112
H -0.593 1.400 6.889
H -3.472 -6.597 -3.886
H -3.373 -5.673 -0.977
H 1.452 -0.220 -1.840
H -2.729 -3.192 3.938
H 6.205 6.065 -2.941
H 6.831 -0.984 -1.798
H -6.208 -0.398 1.478
H 6.180 1.073 -2.812
H -0.820 4.776 -2.555
H -3.370 3.498 0.451
H 0.961 -2.760 4.783
H 1.459 -4.094 3.417
H 0.992 -8.536 4.127
H -5.349 -2.942 -2.111
H 5.818 8.747 -2.935
H -0.743 0.502 -2.051
H 3.235 0.321 0.963
H -2.957 -4.761 -4.032
H -0.806 5.023 -6.870
H -3.559 4.729 3.226
H 4.699 9.048 -5.413
H 0.445 -1.382 2.642
H 0.869 -3.252 0.933
H 2.430 5.868 -5.745
H 7.459 7.105 -3.643
H -5.402 -6.562 -1.426
H 1.634 0.849 1.037
H -5.634 -5.356 -4.243
H -0.482 -5.965 2.705
H -1.169 -7.077 -2.943
H -4.486 6.060 0.659
H -1.868 0.113 8.505
H -2.597 -7.650 5.458
H 3.943 -1.728 0.601
H 2.035 -1.543 3.330
H -0.173 3.160 -2.894
H -2.412 3.113 1.898
*
```

Output
HOMO energy: -8.93 eV
Structure (SMILES): [H]/N=C(\C)C[C@]1(OC[C@H](C)CC(C)C)C(=O)O[C@](CC(N)(N)N)([PH2]=O)[C@@]1(S)OC[C@H](C)CC(C)C.C1CCOC1.C1CCOC1.C1CCOC1.C1CCOC1.C1CCOC1.C1CCOC1
HOMO-LUMO gap: 9.183 eV

Entry 9:
A structure of composition C16H11InN3O4 at a distorted geometry. Source: the OMol25 dataset; level of theory: wB97M-V/def2-TZVPD.

ORCA input file:
```
! wB97M-V def2-TZVPD RIJCOSX def2/J DEFGRID3
* xyz 3 1
In 2.647 -1.201 -0.616
O 4.328 2.111 -0.200
O 3.224 -1.767 2.925
O 0.949 -4.397 -0.970
O 1.994 -0.454 -4.141
N -7.774 1.757 1.833
N -1.160 0.935 0.383
N 0.897 0.265 -0.095
C -3.368 1.751 -0.181
C -0.427 2.060 -0.016
C -0.300 -0.114 0.347
C 3.950 1.042 -0.339
C -4.720 1.917 0.132
C 3.095 -1.622 1.800
C 1.398 -3.356 -0.838
C -6.653 1.527 1.585
C -2.567 0.929 0.624
C -4.459 0.473 2.062
C -3.119 0.225 1.705
C 2.263 -0.699 -3.058
C 5.127 -1.446 -1.131
C 0.817 1.635 -0.333
C 4.598 -2.726 -1.280
C -5.268 1.286 1.253
H 4.342 -3.119 -2.274
H -2.952 2.220 -1.073
H 4.664 -3.462 -0.466
H 1.658 2.200 -0.696
H -2.512 -0.470 2.284
H -5.343 2.545 -0.504
H 5.657 -1.171 -0.207
H -0.595 -1.131 0.581
H 5.325 -0.820 -2.013
H -4.878 0.025 2.963
H -0.840 3.052 -0.045
*
```

Output
HOMO energy: -16.57 eV
HOMO-LUMO gap: 3.722 eV